C4H9ClN2O2 | wB97M-V/def2-TZVPD

Calculated values
E_HOMO: -8.86 eV
SMILES string: CON(Cl)C(=O)N(C)C
Frontier orbital gap: 9.647 eV
Relative energy (zero: lowest compared OMol25 entry of this formula, charge and spin): 79.01 kcal per mole

Geometry as ORCA input:
```
! RIJCOSX wB97M-V def2-TZVPD def2/J DEFGRID3
* xyz 0 1
C -2.53 0.48 0.84
O -1.57 -0.52 0.66
N -0.38 -0.43 1.36
Cl -0.53 0.06 3.03
C 0.59 0.62 0.48
O 0.80 1.71 0.74
N 1.02 -0.06 -0.58
C 1.81 0.63 -1.52
C 0.73 -1.53 -0.65
H -3.32 0.03 1.35
H -2.78 1.08 -0.10
H -2.08 1.18 1.56
H 1.49 0.52 -2.46
H 1.75 1.68 -1.27
H 2.88 0.31 -1.38
H 1.71 -1.88 -1.09
H 0.61 -2.01 0.33
H -0.19 -1.86 -1.31
*
```

Mulliken atomic charges, in units of e: -0.72 -0.23 -0.17 -0.12 0.67 -0.51 0.10 -1.10 -0.86 0.32 0.22 0.37 0.43 0.34 0.33 0.35 0.40 0.19

C4H9ClN3 | wB97M-V/def2-TZVPD

Calculated values
E_HOMO: -13.65 eV
Frontier orbital gap: 9.596 eV
Relative energy (zero: lowest compared OMol25 entry of this formula, charge and spin): 46.23 kcal per mole

Geometry as ORCA input:
```
! RIJCOSX wB97M-V def2-TZVPD def2/J DEFGRID3
* xyz 1 1
C -1.07 0.64 -0.83
C -1.46 0.10 1.36
C -0.21 -0.39 -1.43
C 1.36 -0.14 -0.94
N -1.44 1.75 -1.14
N -0.38 -0.04 2.11
N 1.64 -0.56 0.45
Cl -3.06 0.31 1.97
H -0.43 -1.46 -1.29
H -0.35 -0.21 -2.45
H 1.97 -0.59 -1.67
H 1.67 0.90 -1.09
H -2.25 2.19 -0.67
H -0.40 -0.36 3.10
H 1.37 -1.54 0.50
H 0.44 -0.22 1.57
H 2.61 -0.40 0.42
*
```

Mulliken atomic charges, in units of e: 0.42 0.07 -0.68 -0.81 -0.37 -0.17 -0.61 -0.07 0.33 0.40 0.49 0.44 0.34 0.29 0.27 0.42 0.25

C4H9ClO2S | wB97M-V/def2-TZVPD

Calculated values
E_HOMO: -9.64 eV
Frontier orbital gap: 10.289 eV
Relative energy (zero: lowest compared OMol25 entry of this formula, charge and spin): 53.16 kcal per mole

Geometry as ORCA input:
```
! RIJCOSX wB97M-V def2-TZVPD def2/J DEFGRID3
* xyz 0 1
C -1.21 1.94 0.17
C 2.04 -1.85 0.05
C -0.27 -0.57 -0.67
C -1.73 0.69 0.09
O 1.79 0.81 0.01
O 0.64 -0.34 1.80
S 1.05 -0.35 0.43
Cl -2.94 0.50 -1.20
H -1.05 2.52 -0.75
H -0.26 1.71 0.81
H -1.82 2.52 0.81
H 3.08 -1.46 -0.13
H 2.06 -2.64 0.74
H 1.54 -2.03 -0.87
H -0.99 -1.38 -0.63
H -0.01 -0.21 -1.68
H -1.91 0.14 1.02
*
```

Mulliken atomic charges, in units of e: -0.82 -0.96 -1.02 -0.12 -0.62 -0.63 1.13 -0.18 0.28 0.25 0.37 0.32 0.34 0.30 0.52 0.41 0.43

C4H9ClO3 | wB97M-V/def2-TZVPD

Calculated values
E_HOMO: -10.21 eV
SMILES string: CCOC(=O)O.CCl
Frontier orbital gap: 10.933 eV
Relative energy (zero: lowest compared OMol25 entry of this formula, charge and spin): 0.78 kcal per mole

Geometry as ORCA input:
```
! RIJCOSX wB97M-V def2-TZVPD def2/J DEFGRID3
* xyz 0 1
C 1.47 -1.52 0.10
C 2.04 -0.15 -0.16
O 1.36 0.27 -1.40
C 0.25 0.92 -1.24
O -0.31 1.18 -0.22
O -0.17 1.44 -2.42
H 1.81 -1.94 1.08
H 0.40 -1.44 -0.16
H 2.01 -2.28 -0.44
H 3.19 0.03 -0.21
H 1.75 0.61 0.60
H 0.55 1.33 -3.11
C -2.97 0.42 1.60
Cl -2.19 -0.97 0.72
H -2.72 0.17 2.69
H -2.51 1.36 1.31
H -3.95 0.58 1.26
*
```

Mulliken atomic charges, in units of e: -0.76 -0.21 -0.41 0.76 -0.48 -0.49 0.31 0.07 0.30 0.28 0.26 0.34 -0.60 -0.17 0.23 0.22 0.33

C4H9F2O3P2 | wB97M-V/def2-TZVPD

Calculated values
E_HOMO: -5.48 eV
SMILES string: CP(C)(=O)C(F)(F)[P@@](C)(=O)[O-]
Frontier orbital gap: 9.041 eV
Relative energy (zero: lowest compared OMol25 entry of this formula, charge and spin): 0.00 kcal per mole

Geometry as ORCA input:
```
! RIJCOSX wB97M-V def2-TZVPD def2/J DEFGRID3
* xyz -1 1
C -1.34 -1.56 1.47
P -0.69 -0.68 0.00
C -0.82 1.09 0.43
O -1.38 -1.04 -1.25
C 1.12 -1.12 -0.08
F 1.42 -2.09 1.02
F 1.28 -1.85 -1.19
P 2.46 0.19 0.19
C 2.23 1.03 -1.45
O 2.02 1.04 1.33
O 3.78 -0.48 0.24
H -1.24 -2.63 1.31
H -0.79 -1.28 2.37
H -2.39 -1.30 1.57
H -1.77 1.26 0.93
H 0.02 1.38 1.06
H -0.80 1.66 -0.49
H 2.60 0.36 -2.23
H 1.18 1.26 -1.65
H 2.82 1.94 -1.45
*
```

Mulliken atomic charges, in units of e: -1.13 0.91 -1.13 -0.81 0.51 -0.37 -0.26 0.87 -1.10 -0.78 -0.77 0.34 0.34 0.36 0.43 0.34 0.31 0.30 0.31 0.34

C4H9F3O3SSi | wB97M-V/def2-TZVPD

Calculated values
E_HOMO (spin up / spin down): -9.47 / -9.47 eV
Frontier orbital gap (spin up / spin down): 7.973 / 7.971 eV
Relative energy (zero: lowest compared OMol25 entry of this formula, charge and spin): 58.30 kcal per mole

Geometry as ORCA input:
```
! RIJCOSX wB97M-V def2-TZVPD def2/J DEFGRID3
* xyz 0 1
C -1.54 -0.26 -1.72
C -2.91 0.61 0.87
C 0.20 0.88 0.46
C 3.56 0.44 0.04
O 2.22 -1.51 -1.30
O 1.90 -1.59 1.17
O -1.00 -1.77 0.64
F 4.58 0.08 -0.81
F 4.15 0.62 1.23
F 3.03 1.55 -0.43
Si -1.31 -0.18 0.14
S 2.00 -0.90 -0.06
H -0.82 -0.85 -2.40
H -2.55 -0.81 -1.82
H -1.43 0.71 -2.15
H -3.69 -0.18 1.17
H -2.86 1.19 1.80
H -3.39 1.22 0.23
H 0.65 1.01 1.51
H 0.44 1.72 -0.13
H -1.21 -1.97 1.57
*
```

Mulliken atomic charges, in units of e: -0.96 -1.18 -0.81 0.60 -0.55 -0.51 -0.50 -0.23 -0.22 -0.22 0.51 0.94 0.31 0.22 0.34 0.30 0.37 0.39 0.42 0.46 0.30

C4H9FN | wB97M-V/def2-TZVPD

Calculated values
E_HOMO (spin up / spin down): -12.33 / -14.26 eV
Frontier orbital gap (spin up / spin down): 7.040 / 10.360 eV
Relative energy (zero: lowest compared OMol25 entry of this formula, charge and spin): 144.13 kcal per mole

Geometry as ORCA input:
```
! RIJCOSX wB97M-V def2-TZVPD def2/J DEFGRID3
* xyz 1 1
C -0.35 1.06 -0.84
C 2.36 2.28 -0.62
C -0.95 -0.05 -0.54
C -0.47 -1.29 0.07
N -1.57 -1.86 0.98
F -2.41 -0.17 -0.79
H -0.82 1.94 -1.20
H 2.57 1.16 -0.70
H 1.97 2.61 -1.62
H 2.56 3.02 0.27
H 0.49 -1.12 0.55
H -0.36 -2.10 -0.63
H -2.30 -2.02 0.26
H -2.07 -1.43 1.88
H -1.33 -2.79 1.18
*
```

Mulliken atomic charges, in units of e: -0.43 -0.73 0.40 -0.47 -0.41 -0.32 0.38 0.29 0.30 0.31 0.34 0.25 0.40 0.37 0.33

C4H9FNO | wB97M-V/def2-TZVPD

Calculated values
E_HOMO (spin up / spin down): -11.85 / -12.82 eV
Frontier orbital gap (spin up / spin down): 7.259 / 8.995 eV
Relative energy (zero: lowest compared OMol25 entry of this formula, charge and spin): 101.82 kcal per mole

Geometry as ORCA input:
```
! RIJCOSX wB97M-V def2-TZVPD def2/J DEFGRID3
* xyz 1 1
C 0.16 0.94 0.26
C -1.34 1.34 0.21
C 0.37 -0.55 0.51
C -2.23 -0.67 -0.55
N 1.37 -1.19 -0.35
O -1.99 0.60 -0.79
F -2.68 -1.02 0.65
H 0.60 1.16 -0.82
H 0.63 1.59 0.90
H -1.67 1.20 1.31
H -1.37 2.36 -0.03
H 0.51 -0.82 1.61
H -2.63 -1.31 -1.46
H 1.40 -0.54 -1.25
H 0.99 -2.21 -0.40
H 2.20 -1.09 0.33
*
```

Mulliken atomic charges, in units of e: -0.56 -0.50 -0.64 0.23 -0.29 -0.25 -0.19 0.28 0.38 0.31 0.45 0.26 0.32 0.38 0.40 0.40

C4H9FOS | wB97M-V/def2-TZVPD

Calculated values
E_HOMO: -8.28 eV
SMILES string: C=[S@@H](=O)C(C)(C)F
Frontier orbital gap: 8.658 eV
Relative energy (zero: lowest compared OMol25 entry of this formula, charge and spin): 94.33 kcal per mole

Geometry as ORCA input:
```
! RIJCOSX wB97M-V def2-TZVPD def2/J DEFGRID3
* xyz 0 1
C -2.37 -1.24 0.23
S -1.21 -0.09 -0.25
O -1.84 1.19 -0.24
C 0.57 0.10 0.33
C 0.93 1.57 0.32
C 1.32 -0.88 -0.54
F 0.55 -0.11 1.70
H -2.95 -0.63 1.02
H -1.84 -2.24 0.33
H -0.78 -0.47 -1.69
H 0.11 2.23 0.47
H 1.23 1.87 -0.61
H 1.71 1.86 1.08
H 0.70 -1.72 -0.52
H 1.52 -0.53 -1.60
H 2.36 -0.94 -0.03
*
```

Mulliken atomic charges, in units of e: -0.77 0.47 -0.62 1.19 -1.53 -1.48 -0.33 0.29 0.25 0.17 0.44 0.42 0.35 0.48 0.32 0.37

C4H9FOS | wB97M-V/def2-TZVPD

Calculated values
E_HOMO: -8.98 eV
Frontier orbital gap: 9.606 eV
Relative energy (zero: lowest compared OMol25 entry of this formula, charge and spin): 88.87 kcal per mole

Geometry as ORCA input:
```
! RIJCOSX wB97M-V def2-TZVPD def2/J DEFGRID3
* xyz 0 1
C 2.26 1.17 -0.35
C -1.43 0.79 -0.53
C -0.92 -1.42 0.78
C -0.47 -0.32 -0.09
O 1.06 0.71 1.85
F 0.03 -1.03 -1.54
S 1.22 0.30 0.48
H 2.09 2.15 -0.73
H 2.39 0.47 -1.15
H -1.05 1.03 -1.55
H -1.13 1.70 0.06
H -2.51 0.62 -0.48
H -1.81 -2.07 0.38
H -0.10 -2.17 1.01
H -1.45 -1.05 1.59
H 1.82 -0.89 0.26
*
```

Mulliken atomic charges, in units of e: -0.82 -1.34 -1.36 1.21 -0.63 -0.44 0.51 0.32 0.32 0.36 0.32 0.33 0.37 0.30 0.39 0.17

C4H9FSi | wB97M-V/def2-TZVPD

Calculated values
E_HOMO (spin up / spin down): -8.78 / -7.34 eV
Frontier orbital gap (spin up / spin down): 8.566 / 7.275 eV
Relative energy (zero: lowest compared OMol25 entry of this formula, charge and spin): 77.96 kcal per mole

Geometry as ORCA input:
```
! RIJCOSX wB97M-V def2-TZVPD def2/J DEFGRID3
* xyz 0 1
C -1.72 -2.56 0.23
C -0.96 -1.57 0.70
C 2.76 0.57 -0.31
C -0.73 1.93 0.16
F -1.14 0.12 -1.73
Si -0.50 0.08 -0.22
H -1.73 -3.54 0.58
H -2.49 -2.30 -0.54
H -0.37 -1.99 1.59
H 2.83 0.97 -1.32
H 2.92 1.41 0.40
H 3.30 -0.35 -0.17
H -1.54 2.23 0.76
H 0.23 2.37 0.58
H -0.85 2.63 -0.71
*
```

Mulliken atomic charges, in units of e: -0.59 -0.23 -0.98 -1.05 -0.28 0.50 0.28 0.20 0.25 0.32 0.28 0.29 0.41 0.27 0.31

C4H9HgO3 | wB97M-V/def2-TZVPD

Calculated values
E_HOMO (spin up / spin down): -7.06 / -9.52 eV
Frontier orbital gap (spin up / spin down): 7.837 / 8.647 eV
<S²>: 0.75
Relative energy (zero: lowest compared OMol25 entry of this formula, charge and spin): 0.00 kcal per mole

Geometry as ORCA input:
```
! RIJCOSX wB97M-V def2-TZVPD def2/J DEFGRID3
* xyz 0 2
H 0.85 -1.65 0.13
C -2.22 1.16 -0.14
O -1.03 0.40 -0.14
C -1.00 -0.71 0.75
C -0.25 -1.90 0.20
H -2.12 1.91 -0.94
H -3.09 0.52 -0.33
H -2.35 1.68 0.82
H -2.04 -0.97 1.02
H -0.44 -0.32 1.66
H -0.58 -2.16 -0.82
H -0.40 -2.76 0.86
O 2.67 1.24 0.43
C 3.44 0.81 -0.47
O 3.11 0.83 -1.69
Hg 0.91 1.17 -1.09
H 4.53 0.74 -0.23
*
```

Mulliken atomic charges, in units of e: 0.24 -0.74 -0.28 -0.21 -1.07 0.21 0.30 0.33 0.37 0.23 0.30 0.36 -0.66 0.31 -0.61 0.55 0.37

C4H9IN | wB97M-V/def2-TZVPD

Calculated values
E_HOMO: -13.67 eV
SMILES string: C[C@]1([NH3+])C[C@H]1I
Frontier orbital gap: 10.172 eV
Relative energy (zero: lowest compared OMol25 entry of this formula, charge and spin): 37.31 kcal per mole

Geometry as ORCA input:
```
! RIJCOSX wB97M-V def2-TZVPD def2/J DEFGRID3
* xyz 1 1
C 1.44 0.08 0.79
C 0.12 -0.03 0.03
N -0.16 -1.40 -0.21
C -0.32 0.99 -0.89
C -1.20 0.91 0.28
I -3.09 -0.04 0.13
H 2.18 -0.15 0.04
H 1.49 -0.42 1.69
H 1.71 1.15 1.00
H 0.06 -1.94 0.67
H 0.33 -1.63 -1.02
H -1.23 -1.51 -0.51
H -0.68 0.65 -1.94
H 0.39 1.77 -1.15
H -1.05 1.57 1.10
*
```

Mulliken atomic charges, in units of e: -1.61 0.32 -0.05 -0.46 -0.65 0.16 0.40 0.52 0.33 0.37 0.38 0.26 0.26 0.29 0.49

C4H9IN | wB97M-V/def2-TZVPD

Calculated values
E_HOMO (spin up / spin down): -9.87 / -13.63 eV
Frontier orbital gap (spin up / spin down): 6.186 / 6.701 eV
<S²>: 2.01
Relative energy (zero: lowest compared OMol25 entry of this formula, charge and spin): 52.58 kcal per mole

Geometry as ORCA input:
```
! RIJCOSX wB97M-V def2-TZVPD def2/J DEFGRID3
* xyz 1 3
C -2.13 0.85 -0.32
C -1.10 0.33 0.33
C 1.50 0.94 0.20
C 0.10 -0.19 -0.34
N 0.41 -1.59 0.02
I 3.32 0.11 -0.42
H -2.97 1.15 0.20
H -2.36 1.16 -1.26
H -1.04 0.14 1.45
H 1.16 1.86 -0.21
H 1.62 1.05 1.32
H -0.01 0.06 -1.42
H -0.10 -1.67 0.90
H 1.48 -1.68 0.17
H 0.11 -2.51 -0.60
*
```

Mulliken atomic charges, in units of e: -1.40 0.09 -0.94 -0.11 -0.21 0.17 0.37 0.39 0.33 0.49 0.41 0.28 0.44 0.29 0.40

C4H9IN | wB97M-V/def2-TZVPD

Calculated values
E_HOMO (spin up / spin down): -12.29 / -13.63 eV
Frontier orbital gap (spin up / spin down): 8.690 / 6.608 eV
<S²>: 2.01
Relative energy (zero: lowest compared OMol25 entry of this formula, charge and spin): 0.00 kcal per mole

Geometry as ORCA input:
```
! RIJCOSX wB97M-V def2-TZVPD def2/J DEFGRID3
* xyz 1 3
C 0.45 -0.95 -1.05
C -0.03 -0.78 0.42
C 0.75 0.25 -0.23
C -1.57 -0.61 0.62
N 0.42 1.65 -0.19
I 3.49 0.03 0.69
H 1.31 -1.65 -1.24
H -0.36 -1.07 -1.80
H 0.60 -1.41 1.06
H -1.83 -0.28 -0.41
H -1.75 0.26 1.41
H -2.13 -1.45 1.05
H 0.48 2.21 -1.00
H 0.80 2.17 0.59
H -0.64 1.63 0.06
*
```

Mulliken atomic charges, in units of e: -0.56 0.23 -0.26 -1.25 -0.18 0.19 0.21 0.26 0.37 0.31 0.25 0.33 0.34 0.38 0.38

C4H9IN2 | wB97M-V/def2-TZVPD

Calculated values
E_HOMO: -7.63 eV
SMILES string: C[C@]1(NN)C[C@H]1I
Frontier orbital gap: 8.348 eV
Relative energy (zero: lowest compared OMol25 entry of this formula, charge and spin): 30.38 kcal per mole

Geometry as ORCA input:
```
! RIJCOSX wB97M-V def2-TZVPD def2/J DEFGRID3
* xyz 0 1
C -1.14 1.02 -0.87
C -0.19 0.14 -0.21
N -0.10 -1.25 -0.57
N -0.34 -2.45 0.13
C 0.30 0.62 1.15
C 1.37 1.11 0.19
I 3.32 0.32 0.02
H -1.58 0.49 -1.75
H -0.53 1.92 -1.03
H -1.92 1.42 -0.16
H -0.22 -1.29 -1.54
H 0.55 -2.74 0.59
H -1.14 -2.51 0.76
H 0.60 -0.25 1.79
H -0.28 1.40 1.69
H 1.30 2.06 -0.19
*
```

Mulliken atomic charges, in units of e: -1.27 0.61 -0.06 -0.69 -0.35 -0.91 0.00 0.37 0.31 0.25 0.26 0.24 0.23 0.30 0.23 0.48

C4H9IN2 | wB97M-V/def2-TZVPD

Calculated values
E_HOMO: -17.43 eV
SMILES string: [NH3+]C1=C([C@H]([NH3+])I)C1
Frontier orbital gap: 9.004 eV
Relative energy (zero: lowest compared OMol25 entry of this formula, charge and spin): 17.57 kcal per mole

Geometry as ORCA input:
```
! RIJCOSX wB97M-V def2-TZVPD def2/J DEFGRID3
* xyz 2 1
N 1.26 2.27 0.38
C 0.82 1.01 -0.08
C 0.00 -0.04 -0.01
C -1.03 -0.80 0.61
N -1.02 -2.20 0.28
I -3.05 0.05 0.39
C 0.77 0.20 -1.32
H 1.93 2.15 1.11
H 0.44 2.90 0.73
H 1.77 2.72 -0.42
H -0.72 -0.74 1.72
H -0.17 -2.68 0.62
H -1.93 -2.72 0.56
H -1.07 -2.16 -0.87
H 1.63 -0.47 -1.51
H 0.36 0.53 -2.19
*
```

Mulliken atomic charges, in units of e: -0.21 -0.20 0.28 -0.68 -0.33 0.35 -0.74 0.38 0.44 0.42 0.48 0.36 0.42 0.47 0.24 0.31

C4H9IN3 | wB97M-V/def2-TZVPD

Calculated values
E_HOMO (spin up / spin down): -12.11 / -12.11 eV
Frontier orbital gap (spin up / spin down): 6.678 / 6.682 eV
Relative energy (zero: lowest compared OMol25 entry of this formula, charge and spin): 83.78 kcal per mole

Geometry as ORCA input:
```
! RIJCOSX wB97M-V def2-TZVPD def2/J DEFGRID3
* xyz 1 1
C 1.61 -0.71 0.96
C -0.25 -0.06 -0.85
C -0.65 1.38 1.02
C 0.21 1.05 -0.11
N 0.90 -1.00 1.85
N 0.29 -0.44 -2.06
N -1.43 -0.67 -0.57
I 3.46 -1.48 0.23
H -1.65 1.54 0.56
H -0.74 0.52 1.60
H -0.22 2.19 1.63
H 1.00 1.66 -0.56
H 0.56 -1.42 2.65
H 1.27 -0.09 -2.26
H -0.47 -0.70 -2.75
H -2.20 -0.19 -0.21
H -1.69 -1.57 -1.12
*
```

Mulliken atomic charges, in units of e: 0.11 0.58 -1.30 -0.14 -0.18 -0.47 -0.45 0.26 0.29 0.43 0.34 0.38 0.23 0.25 0.26 0.15 0.28

C4H9INO2 | wB97M-V/def2-TZVPD

Calculated values
E_HOMO: -13.06 eV
Frontier orbital gap: 9.355 eV
Relative energy (zero: lowest compared OMol25 entry of this formula, charge and spin): 0.00 kcal per mole

Geometry as ORCA input:
```
! RIJCOSX wB97M-V def2-TZVPD def2/J DEFGRID3
* xyz 1 1
C -1.44 -1.76 -2.80
C -0.85 -2.54 -1.88
C -0.61 -2.19 -0.44
C 2.61 3.02 1.19
N -0.63 0.95 1.54
O -1.31 -1.41 0.25
O 1.53 2.52 1.34
I 3.72 4.03 2.78
H -1.68 -2.23 -3.82
H -1.90 -0.78 -2.61
H -0.47 -3.53 -2.09
H 0.22 -2.75 0.05
H 3.14 3.05 0.24
H -0.06 1.57 1.01
H -1.36 1.51 1.98
H -0.98 0.07 1.09
H 0.06 0.46 2.16
*
```

Mulliken atomic charges, in units of e: -0.54 -0.12 0.12 -0.08 -0.38 -0.65 -0.49 0.11 0.23 0.27 0.31 0.33 0.41 0.40 0.38 0.31 0.40

C4H9IO2 | wB97M-V/def2-TZVPD

Calculated values
E_HOMO (spin up / spin down): -8.69 / -8.69 eV
Frontier orbital gap (spin up / spin down): 8.553 / 8.554 eV
Relative energy (zero: lowest compared OMol25 entry of this formula, charge and spin): 63.61 kcal per mole

Geometry as ORCA input:
```
! RIJCOSX wB97M-V def2-TZVPD def2/J DEFGRID3
* xyz 0 1
C 2.19 -1.46 0.25
C -1.02 1.80 0.49
C 1.09 -0.46 0.58
C -1.56 0.69 -0.30
O -1.47 0.79 -1.62
O -0.16 -0.90 0.15
I -3.29 -0.34 0.38
H 3.20 -0.92 0.34
H 2.14 -2.27 0.96
H 2.08 -1.88 -0.73
H -1.49 2.79 0.29
H 0.07 1.63 0.40
H -1.22 1.55 1.59
H 1.08 0.50 -0.11
H 1.19 -0.17 1.63
H -1.53 -0.12 -2.12
*
```

Mulliken atomic charges, in units of e: -1.23 -0.79 0.06 0.26 -0.43 -0.53 0.11 0.32 0.32 0.32 0.31 0.13 0.31 0.22 0.20 0.42